The following is a quantum chemistry calculation of C38H47F4N6OPtSi2Te as an isolated structure, from the OMol25 dataset.

Last column: Mulliken charge in e.
Element x y z (Å)
C 11.3013 -0.5171 -0.3227  0.9512
H -2.4208 5.4188 -0.1090  0.5316
Pt -0.2996 0.8185 -0.0540  1.9177
C 3.9494 -1.7387 -0.0301  0.6070
H 3.3749 -5.0712 -0.3072  0.4593
H 2.6547 1.4630 -2.2893  0.8403
C -1.0944 -0.3399 -2.6597  -0.7642
C -5.7244 -3.2195 0.0927  -1.0284
C 7.1349 -0.1317 -0.1685  -0.1191
H 1.3689 -0.3402 -3.2647  0.5732
N 2.2693 -0.0726 0.7261  1.8272
H -5.1008 5.4937 -2.1970  0.3604
C -4.6308 -1.4656 -2.1938  -0.9188
H 8.9538 1.9079 -0.0946  0.2899
C 1.0375 0.9490 4.1419  0.1435
H -1.1070 -1.2884 -2.1311  0.1181
H -3.6197 -1.1754 1.7033  0.5484
C -2.6722 -3.1311 -0.4922  -0.4374
H 5.1262 3.3577 0.4782  0.5038
C 4.1980 -3.0869 -0.3125  -1.3925
C 2.1713 0.8356 4.9212  -0.5906
N 6.4001 1.0044 -0.0878  -0.0801
C 1.9794 -3.5881 0.3774  -0.6648
C 2.4984 0.5504 -1.7089  -0.6140
C 2.2448 0.2583 2.1275  0.3894
C -2.3527 4.4325 -0.5703  -0.7129
C 1.2439 -0.1614 -2.1925  -1.5657
H -4.6758 -2.2708 -2.9305  0.3840
H 5.1752 -3.3813 -0.6690  0.5448
H -1.7562 3.7996 0.0962  -0.1142
H -4.2755 4.3342 -3.2338  0.3525
H -4.9648 -0.2423 1.0603  0.5035
H -1.8304 -2.4782 -0.7390  -0.2589
F 4.5268 -0.2997 2.4447  -0.3134
H -5.8511 3.9426 -2.5429  0.3566
C 3.3314 0.4227 4.3054  0.2812
C 3.2051 -4.0229 -0.1083  -0.8103
C 1.0836 0.6596 2.7915  -0.4272
C 10.7193 0.7778 -0.2209  -0.9010
H -5.3031 4.8634 0.9563  0.3665
H -6.0876 3.3466 0.5465  0.3523
C -5.1153 3.8200 0.6978  -1.0508
C 9.3715 0.9117 -0.1724  -0.5153
H 11.3856 1.6281 -0.1845  0.4737
H 2.1450 1.0530 5.9807  0.5731
C 1.7328 3.1578 0.2729  -0.0462
H -6.6540 -2.6478 0.0697  0.3260
N 1.5271 1.9394 -0.0638  -0.6350
C -4.8963 4.4313 -2.3409  -1.0906
F 4.4487 0.2828 4.9990  -0.2690
H 13.0196 -2.2988 -1.3959  0.3697
H -2.0660 0.1351 -2.5918  0.0248
F -0.1151 1.3305 4.6696  -0.2605
H -3.2194 1.7133 -2.1526  0.1956
F -0.1269 0.7891 2.1421  -0.1455
C -0.0764 1.8315 -2.8104  -0.6670
C 5.0547 0.6910 -0.1029  0.0866
Si -4.0697 3.7052 -0.8403  0.0595
H -4.7190 1.2981 -1.3597  0.5861
H -5.5746 -3.5733 1.1141  0.3451
C 2.6227 0.9788 -0.2248  1.7380
C 4.1407 2.9442 0.3061  -1.4630
H -5.8649 -4.0969 -0.5411  0.3321
H 10.9133 -2.6514 -0.4302  0.4798
C 10.4791 -1.6655 -0.3643  -0.5895
C -3.7871 1.8520 -1.2307  -0.8618
H 8.4835 -2.3871 -0.3382  0.5092
N 6.2929 -1.2274 -0.1829  -0.7387
H -3.8575 -0.7729 -2.5251  0.2693
O 12.6037 -0.5359 -0.3650  -0.4030
H 6.7825 1.9339 -0.1366  0.3225
H 13.1472 -2.3960 0.3976  0.3748
C 9.1231 -1.5163 -0.3126  -0.5612
Te -2.7843 0.8818 0.3679  0.0884
C 4.0079 1.5431 -0.0090  -0.0979
C 3.3685 0.1393 2.9460  0.0075
H -5.5904 -0.9469 -2.2356  0.3567
H -2.4740 -3.5677 0.4885  0.3735
H 3.1235 4.7609 0.7467  0.5186
H -2.6854 -3.9456 -1.2185  0.4184
H -1.8216 4.5493 -1.5182  0.3156
H 0.1620 1.6183 -3.8541  0.4282
C 8.5257 -0.2329 -0.2201  0.6198
H 0.6475 2.5263 -2.3978  0.3090
H 1.1252 -1.1304 -1.7077  0.3770
H 0.8628 3.7979 0.3893  0.5957
H -0.8362 -0.4974 -3.7083  0.4152
N 1.7101 -2.3065 0.6219  -0.5840
H 14.3658 -1.5007 -0.5452  0.2528
C 5.0704 -0.7940 -0.1403  0.8559
Si -4.2941 -2.1910 -0.4991  0.0659
C 13.3215 -1.7835 -0.4856  -0.8418
C 3.0538 3.7202 0.4663  -1.3278
C -4.0604 -0.7886 0.7811  -0.8505
C 2.6645 -1.4133 0.4233  0.1830
H -4.6408 3.3541 1.5648  0.3615
N -0.0730 0.5552 -2.0431  -0.2026
H 3.3402 -0.0932 -1.9663  0.5140
H -1.0680 2.2723 -2.7483  0.0826
H 1.1747 -4.2887 0.5634  0.5077

As for the total charge: +3. The energy above the lowest of the compared OMol25 structures with the same formula, charge and spin is 14.54 kJ/mol. The value obtained for the total energy is -88298.3738 eV. The value obtained for the gap between HOMO and LUMO (alpha / beta) is 0.2041 / 0.2042 hartree. As for the lowest unoccupied orbital energy (alpha / beta): -9.69 / -9.69 eV.

=====

The following is a quantum chemistry calculation of a 2-piece molecular cluster, CH7N3 overall, from the OMol25 dataset.

Last column: natural (NBO) charge in e.
Element x y z (Å)
N -2.5428 -1.9403 -1.2615  -1.0476
H 1.6580 2.5674 0.2090  0.3834
H 1.7097 0.4479 -0.7572  0.1588
H -2.1879 -1.5590 -2.1430  0.3428
N 0.9273 -0.4763 0.8985  -0.6934
H -1.6864 -1.8805 -0.7126  0.3598
N 1.6876 1.7779 0.8499  -0.8284
H 1.1083 1.9485 1.6572  0.3745
H -3.0767 -1.1441 -0.9211  0.3447
C 1.4061 0.5338 0.2838  0.2850
H 0.9969 -0.2753 1.8968  0.3204

The energy above the lowest of the compared OMol25 structures with the same formula, charge and spin is 40.06 kJ/mol. The value obtained for the total energy is -5620.4910 eV. The value obtained for the gap between HOMO and LUMO is 0.3874 hartree. As for the lowest unoccupied orbital energy: 0.87 eV. The SMILES is [H]/N=C\N.N.

=====

The following is a quantum chemistry calculation of C21H57BF4O8V as an isolated structure, from the OMol25 dataset.

Last column: Mulliken spin population.
Element x y z (Å)
C 2.3685 -0.0707 2.8364  0.0173
H 3.8699 0.8586 1.5763  0.0060
H -1.9254 -4.4147 -0.4292  0.0007
H 1.3186 -2.6666 -0.9585  0.0012
B 3.6123 -3.1284 0.5200  0.0048
H 2.4302 -0.3544 5.0599  -0.0001
H -5.5018 1.5310 0.3136  0.0000
H -2.0587 -0.7498 1.2708  0.0030
C -1.5254 1.8102 -3.3540  -0.0040
C 0.8478 4.0817 1.7323  0.0007
H -1.0878 2.5437 -2.6768  0.0005
C -4.5217 1.2665 -0.0832  -0.0008
C 3.8516 0.3051 2.5151  -0.0081
H -2.8482 -0.2852 -0.4026  0.0132
O -0.6180 0.1885 -2.0661  -0.0599
H -1.6553 2.4077 -4.2563  0.0000
H 0.3188 -2.7598 -3.1591  0.0001
H -2.9725 -0.9959 3.7909  0.0000
O -2.2164 1.1327 2.8718  0.0025
C -5.1003 0.6130 -2.3636  0.0001
H 4.3355 0.8711 3.3111  0.0000
H 3.6820 2.3356 -2.0112  0.0008
H -1.1044 -3.2049 0.7231  0.0026
C -0.5715 -2.8391 -1.2345  0.0180
H -1.5782 1.9375 5.7962  -0.0001
F 3.0775 -2.9947 1.7269  -0.0001
H -3.0975 1.6828 4.9583  0.0001
H 0.1862 -4.3318 -2.4276  0.0003
H 2.0245 0.8150 -2.8942  -0.0002
H -3.8850 0.9033 0.7236  0.0006
H -1.2667 -3.5716 -3.1055  0.0010
H 2.6512 -1.8612 4.1454  0.0002
C 2.8406 0.3449 -2.3455  0.0292
H -1.4507 -1.2174 2.9507  0.0031
C 1.1514 3.0401 0.6200  0.0107
H 3.8093 -0.8568 -3.7765  0.0001
V 0.5333 -0.1386 0.0508  2.8948
C -4.4842 0.1509 -1.0650  -0.0025
C -0.3412 -3.3871 -2.5600  -0.0046
H -4.9638 -0.2462 -3.0204  0.0001
H -0.2097 4.1605 1.9847  -0.0004
H 3.3069 -0.1886 -0.5240  0.0059
H -5.0893 -0.6960 -0.7412  0.0003
C 2.1826 -0.8772 4.1360  0.0006
H -2.4646 1.6234 -2.8332  -0.0006
H 2.1701 -1.6812 1.7200  0.0120
H -0.5007 2.2315 1.0464  0.0163
F 2.6776 -3.6396 -0.3243  -0.0014
F 4.6048 -4.0915 0.7189  0.0000
H 1.3749 4.3332 -0.9922  0.0000
H 1.1372 -1.1792 4.0734  -0.0010
O -1.5318 -0.1852 0.6723  0.0123
H 2.2084 2.7748 0.6374  -0.0108
F 4.0173 -1.8309 0.1532  -0.0033
O 0.3956 1.9097 0.9256  -0.0414
H 4.3809 1.5670 -3.4048  -0.0001
H 2.5440 -1.7944 -2.8495  0.0048
C 3.3470 -1.0585 -2.8102  -0.0057
H -6.1614 0.7749 -2.1737  0.0000
C -1.5360 0.5764 3.9743  0.0015
H -1.5339 0.0131 -1.8383  0.0086
C -1.2431 -0.5699 -4.1951  -0.0014
H -0.2547 -4.5466 0.0527  0.0003
O 0.5650 -2.2180 -0.5679  0.0019
C -0.7099 0.6037 -3.4008  0.0093
H 4.7901 0.9331 -1.8411  -0.0001
H -2.1399 -0.9763 -3.7274  -0.0002
H -0.4479 0.6316 3.9403  -0.0008
H -1.5293 -0.1343 -5.1524  0.0001
C -2.1558 1.2063 5.2308  0.0006
C 3.9706 1.3653 -2.4153  -0.0020
H 1.3184 3.7974 2.6734  -0.0004
H 1.0526 5.1258 1.4958  -0.0001
H 1.8227 0.8502 3.0420  -0.0042
O -3.2503 -0.2999 -1.2742  0.0022
H 4.4256 -0.6029 2.3307  0.0006
H 0.9056 2.5938 -1.4895  0.0101
H -4.8078 1.5895 -2.7496  -0.0001
H -2.3052 0.4918 6.0403  -0.0001
H 4.0819 -1.6726 -2.2898  0.0001
H -1.4208 -2.1680 -1.3626  -0.0036
H -1.6218 -1.5592 4.6698  0.0000
H -4.0166 2.1560 -0.4598  -0.0001
H -2.0929 0.5619 2.1098  0.0060
H -0.5050 -1.3698 -4.2540  -0.0001
C -1.0442 -3.8285 -0.1689  -0.0105
C -1.8947 -0.8597 3.8797  0.0050
H 0.2255 0.8106 -3.9209  0.0006
C 0.7786 3.4386 -0.8126  0.0177
H -0.2269 3.8368 -0.9492  0.0008
O 1.7440 -0.8215 1.6914  0.0081
O 2.5316 0.1480 -0.9793  0.0313

The energy above the lowest of the compared OMol25 structures with the same formula, charge and spin is 41.15 kJ/mol. The multiplicity is 4. The value obtained for the total energy is -76322.2157 eV. The value obtained for the gap between HOMO and LUMO (alpha / beta) is 0.3074 / 0.3742 hartree. As for the lowest unoccupied orbital energy (alpha / beta): 0.39 / 0.38 eV.